# 1
# C35H24Br3ClFI2LaN4O6

A structure of composition C35H24Br3ClFI2LaN4O6 (ωB97M-V/def2-TZVPD, the OMol25 dataset).

Last column: Mulliken charge in e.
CARTESIAN COORDINATES (ANGSTROEM)
La: 0.236 -0.181 -0.101  0.2981
I: -3.574 0.124 -0.286  0.1512
C: -3.351 -0.795 1.614  -0.5133
I: -1.622 -2.061 1.715  0.1360
H: -4.226 -1.400 1.809  0.4859
H: -3.221 -0.005 2.341  -0.0037
C: 2.010 -4.061 -6.559  -1.7628
C: 0.517 -3.755 -6.501  0.4788
C: -0.299 -5.022 -6.714  -1.0046
C: -1.784 -4.693 -6.719  -1.0897
C: -2.147 -4.019 -5.424  1.1667
C: -3.421 -4.114 -4.914  -0.8044
C: -3.745 -3.496 -3.710  0.0230
F: -4.998 -3.618 -3.247  -0.3719
C: -2.822 -2.782 -3.002  -0.6106
C: -1.520 -2.670 -3.504  0.3903
C: -0.548 -1.897 -2.736  0.3903
O: -0.880 -1.394 -1.632  0.2355
C: 0.725 -1.738 -3.356  0.4015
C: 0.977 -2.346 -4.553  -0.5747
N: 0.120 -3.137 -5.212  0.2869
C: -1.171 -3.286 -4.718  -0.6508
C: 1.862 -0.880 -2.794  -0.1003
O: 2.728 -0.518 -3.582  -0.7987
O: 1.805 -0.624 -1.544  -0.0911
H: 2.203 -4.683 -7.432  0.4326
H: 2.327 -4.604 -5.667  0.3662
H: 2.618 -3.164 -6.657  0.5112
H: 0.265 -3.041 -7.294  0.1507
H: -0.080 -5.726 -5.906  0.3288
H: 0.001 -5.483 -7.654  0.3863
H: -2.379 -5.597 -6.848  0.4562
H: -2.016 -4.033 -7.560  0.3381
H: -4.185 -4.666 -5.447  0.5114
H: -3.079 -2.302 -2.067  0.3523
H: 1.945 -2.161 -4.994  0.7031
Br: -0.026 -4.535 -0.711  -0.1432
C: 1.585 -3.738 -0.087  0.0477
C: 2.752 -4.462 -0.244  -0.6939
C: 3.911 -3.929 0.296  -0.4225
C: 3.843 -2.727 0.971  -0.7330
C: 2.628 -2.066 1.050  0.5517
N: 1.500 -2.559 0.513  0.1711
C: 2.542 -0.720 1.788  0.3278
O: 3.556 -0.312 2.325  -0.7431
O: 1.387 -0.174 1.764  -0.5632
H: 2.742 -5.411 -0.759  0.4663
H: 4.851 -4.456 0.198  0.4290
H: 4.699 -2.273 1.448  0.5386
Br: -2.459 2.426 3.454  -0.2031
C: -0.946 3.076 2.518  -0.1182
C: -0.402 4.304 2.892  -0.4364
C: 0.675 4.807 2.218  0.1039
Br: 1.362 6.502 2.736  -0.2530
C: 1.262 4.093 1.153  0.5880
C: 2.368 4.545 0.400  -0.8480
C: 2.860 3.779 -0.618  -1.1749
C: 2.262 2.540 -0.891  -0.3891
N: 1.232 2.088 -0.214  1.0226
C: 0.711 2.834 0.797  0.0950
C: -0.448 2.292 1.475  0.3092
O: -1.005 1.185 1.101  0.0426
H: -0.838 4.859 3.710  0.4571
H: 2.816 5.499 0.640  0.3274
H: 3.709 4.106 -1.202  0.4740
H: 2.638 1.905 -1.687  0.4211
Cl: -1.375 1.699 -5.998  -0.2404
C: -1.408 2.199 -4.347  -0.0977
C: -1.948 3.415 -3.971  -0.3799
C: -1.955 3.721 -2.620  -1.0388
C: -1.436 2.810 -1.716  -0.1730
N: -0.895 1.645 -2.081  0.4420
C: -0.881 1.356 -3.379  -0.3653
H: -2.351 4.097 -4.708  0.4600
H: -2.364 4.658 -2.268  0.4780
H: -1.476 3.015 -0.656  0.4474
H: -0.427 0.425 -3.686  0.2118

Results
Gap between HOMO and LUMO (eV): 6.868
Highest occupied orbital energy (eV): -7.376
Energy above the lowest of the compared OMol25 structures with the same formula, charge and spin (kcal/mol): 28.8
Net charge: 0
Multiplicity: 1

# 2
# C3H6P2

A cluster of 2 separate species, C3H6P2 in total (ωB97M-V/def2-TZVPD, the OMol25 dataset).

Last column: natural (NBO) charge in e.
CARTESIAN COORDINATES (ANGSTROEM)
C: 0.454 -1.015 2.649  -0.6887
C: 0.044 -1.023 -1.486  -1.0429
C: 0.319 1.663 -0.330  -1.0235
P: -1.138 -1.248 2.721  0.4644
P: -0.636 0.382 -0.857  1.1212
H: 1.385 -0.751 2.173  0.2250
H: -0.622 -1.845 -1.808  0.2444
H: 0.886 -0.656 -2.201  0.2383
H: 1.376 1.821 -0.792  0.2559
H: -0.379 2.421 0.005  0.2339
H: -1.690 0.251 -0.074  -0.0280

Results
Gap between HOMO and LUMO (spin up / spin down) (eV): 7.453 / 7.453
Highest occupied orbital energy (spin up / spin down) (eV): -7.667 / -7.668
Energy above the lowest of the compared OMol25 structures with the same formula, charge and spin (kcal/mol): 106.8
Net charge: 0
SMILES string: C=[PH]=C.C#P
Multiplicity: 1

# 3
# C7H11N

A structure of composition C7H11N (ωB97M-V/def2-TZVPD, the OMol25 dataset).

Last column: natural (NBO) charge in e.
CARTESIAN COORDINATES (ANGSTROEM)
C: -0.092 1.081 -2.195  -0.5865
C: 0.973 1.044 -1.087  -0.4864
C: 0.490 0.166 -0.002  0.2705
C: 0.393 -1.389 -0.055  -0.1247
N: -0.633 -1.926 -0.838  -0.8832
C: 0.205 -1.102 1.420  0.0697
C: -0.008 0.295 1.290  -0.0862
C: -1.005 1.190 1.924  -0.6476
H: -0.166 0.097 -2.657  0.2484
H: 0.138 1.848 -2.933  0.2110
H: -1.083 1.255 -1.757  0.2071
H: 1.900 0.624 -1.489  0.2306
H: 1.214 2.042 -0.706  0.2127
H: 1.342 -1.877 -0.272  0.1669
H: -1.540 -1.559 -0.513  0.2944
H: 0.651 -1.595 2.285  0.2058
H: -0.847 2.216 1.610  0.2245
H: -0.895 1.219 3.005  0.2296
H: -1.981 0.853 1.609  0.2436

Results
Gap between HOMO and LUMO (eV): 5.730
Highest occupied orbital energy (eV): -6.549
Energy above the lowest of the compared OMol25 structures with the same formula, charge and spin (kcal/mol): 143.1
Net charge: 0
Multiplicity: 1

# 4
# C3H7NO2

A structure of composition C3H7NO2 (ωB97M-V/def2-TZVPD, the OMol25 dataset).

Last column: natural (NBO) charge in e.
CARTESIAN COORDINATES (ANGSTROEM)
O: -1.734 0.374 0.218  -0.8007
C: -1.215 -0.870 0.362  -0.0643
C: 0.091 -1.134 -0.337  -0.1044
O: 1.461 -0.317 0.030  -0.5141
C: 1.443 0.987 0.042  0.4969
N: 0.373 1.694 -0.017  -0.7535
H: -0.775 1.115 0.071  0.4560
H: -1.276 -1.313 1.380  0.1556
H: -1.644 -1.688 -0.312  0.1619
H: 0.410 -2.165 -0.163  0.2105
H: -0.024 -0.879 -1.394  0.1981
H: 2.416 1.496 0.102  0.1688
H: 0.475 2.699 0.017  0.3891

Results
Gap between HOMO and LUMO (eV): 9.644
Highest occupied orbital energy (eV): -8.915
Energy above the lowest of the compared OMol25 structures with the same formula, charge and spin (kcal/mol): 65.0
Net charge: 0
Multiplicity: 1

# 5
# CH2N4O

An isolated molecule of CH2N4O (ωB97M-V/def2-TZVPD, the OMol25 dataset).

Last column: natural (NBO) charge in e.
CARTESIAN COORDINATES (ANGSTROEM)
C: 0.010 0.026 0.062  0.4045
H: 0.223 1.682 1.232  0.4246
H: -0.071 0.059 2.073  0.4120
N: -0.112 0.614 1.250  -0.8085
N: 0.051 -1.357 -0.160  -0.2554
N: 0.064 -1.466 -1.427  0.1554
N: -0.132 0.705 -1.010  -0.1918
O: -0.034 -0.262 -2.020  -0.1407

Results
Gap between HOMO and LUMO (eV): 10.440
Highest occupied orbital energy (eV): -9.942
Energy above the lowest of the compared OMol25 structures with the same formula, charge and spin (kcal/mol): 45.3
Net charge: 0
SMILES string: Nc1nnon1
Multiplicity: 1

# 6
# C3H8NO2

A cluster of 2 separate species, C3H8NO2 in total (ωB97M-V/def2-TZVPD, the OMol25 dataset).

Last column: natural (NBO) charge in e.
CARTESIAN COORDINATES (ANGSTROEM)
O: 0.415 0.052 0.911  -0.2779
C: -0.160 -0.869 0.400  0.2569
C: -1.584 -0.696 0.024  0.3619
C: -2.345 0.474 0.386  -0.2326
O: -2.566 1.165 -0.845  -0.5645
N: 4.225 0.243 -0.393  -1.0630
H: 0.322 -1.830 0.197  0.1930
H: -2.103 -1.491 -0.494  0.2311
H: -1.900 1.180 1.063  0.2630
H: -3.331 0.238 0.818  0.2585
H: -3.030 0.604 -1.471  0.4931
H: 3.848 -0.621 -0.071  0.3525
H: 4.676 0.760 0.338  0.3725
H: 3.532 0.790 -0.862  0.3555

Results
Gap between HOMO and LUMO (eV): 2.906
Highest occupied orbital energy (eV): -12.285
Energy above the lowest of the compared OMol25 structures with the same formula, charge and spin (kcal/mol): 137.9
Net charge: +1
Multiplicity: 1

# 7
# C12H14N4O7RuS2

A structure of composition C12H14N4O7RuS2 (ωB97M-V/def2-TZVPD, the OMol25 dataset).

Last column: natural (NBO) charge in e.
CARTESIAN COORDINATES (ANGSTROEM)
Ru: 0.431 0.702 0.149  0.8083
O: 0.202 2.481 2.410  -0.7200
C: -0.154 1.565 3.426  -0.0892
C: -0.898 0.350 2.900  -0.2440
N: -0.183 -0.506 1.928  -0.4350
C: 1.038 -1.087 2.489  -0.3478
C: 2.150 -0.051 2.447  0.7665
O: 2.980 0.018 3.335  -0.6472
O: 2.118 0.694 1.385  -0.7224
C: -1.128 -1.504 1.428  -0.3534
C: -1.993 -0.893 0.332  0.7761
O: -2.951 -1.531 -0.087  -0.6736
O: -1.602 0.254 -0.113  -0.7154
H: 1.136 2.350 2.181  0.5043
H: -0.852 2.081 4.092  0.1827
H: 0.709 1.265 4.026  0.1886
H: -1.821 0.679 2.422  0.2263
H: -1.161 -0.279 3.763  0.1811
H: 1.356 -1.900 1.832  0.2362
H: 0.893 -1.483 3.498  0.2017
H: -1.755 -1.911 2.228  0.2037
H: -0.584 -2.331 0.976  0.2438
S: 2.196 0.868 -1.336  0.0749
C: 1.992 2.337 -2.251  -0.2941
C: 2.988 2.641 -3.241  0.2850
N: 3.802 2.850 -4.028  -0.3403
C: 0.931 3.127 -2.028  -0.3111
S: -0.234 2.701 -0.799  0.0372
C: 0.691 4.327 -2.780  0.2842
N: 0.475 5.282 -3.384  -0.3458
N: -1.748 -2.764 -3.646  -0.8625
C: -1.170 -1.675 -2.857  -0.3732
C: -0.296 -2.219 -1.747  0.8107
O: -0.440 -3.516 -1.493  -0.6734
O: 0.481 -1.523 -1.137  -0.6225
H: -2.718 -2.584 -3.863  0.3799
H: -1.087 -3.825 -2.166  0.5111
H: -1.250 -2.909 -4.513  0.3695
H: -1.965 -1.126 -2.353  0.2722
H: -0.580 -0.955 -3.426  0.2271

Results
Gap between HOMO and LUMO (spin up / spin down) (eV): 6.762 / 6.691
Highest occupied orbital energy (spin up / spin down) (eV): -4.308 / -4.261
Energy above the lowest of the compared OMol25 structures with the same formula, charge and spin (kcal/mol): 28.1
Expectation value of S²: 0.760
Net charge: -1
Multiplicity: 2

# 8
# C20H54O10S8

A cluster of 9 separate species, C20H54O10S8 in total (ωB97M-V/def2-TZVPD, the OMol25 dataset).

Last column: Mulliken charge in e.
CARTESIAN COORDINATES (ANGSTROEM)
C: -16.893 -17.300 1.737  -0.3700
S: -17.354 -17.812 3.466  0.5789
O: -16.892 -16.620 4.328  -0.6834
C: -19.179 -17.620 3.520  -0.9943
H: -15.826 -17.463 1.586  -0.1280
H: -17.278 -16.309 1.498  0.2704
H: -17.432 -18.016 1.117  0.1744
H: -19.537 -18.118 4.422  0.3819
H: -19.576 -18.145 2.651  0.2993
H: -19.394 -16.552 3.542  0.3526
C: -11.494 -16.890 -0.300  -0.5507
S: -12.795 -16.773 1.033  0.2870
O: -14.012 -16.375 0.208  -0.3149
C: -13.005 -18.614 1.274  -0.5697
H: -10.964 -15.974 -0.562  0.3208
H: -12.154 -17.274 -1.078  -0.1179
H: -10.796 -17.695 -0.070  0.4051
H: -13.041 -19.112 0.305  0.0350
H: -13.918 -18.685 1.866  0.1534
H: -12.132 -18.997 1.802  0.5548
C: -16.660 -22.102 3.370  -1.1814
S: -16.079 -21.575 1.712  0.8059
O: -15.625 -22.869 1.099  -0.7098
C: -17.842 -21.436 1.076  -0.8460
H: -15.825 -22.294 4.044  0.3833
H: -17.246 -23.019 3.317  0.3957
H: -17.231 -21.364 3.934  0.3419
H: -17.764 -20.796 0.197  -0.0468
H: -18.522 -21.013 1.815  0.4347
H: -18.303 -22.378 0.780  0.4468
C: -13.076 -12.295 -1.104  -0.5862
S: -12.421 -12.944 -2.704  0.3907
O: -13.393 -14.065 -3.044  -0.5078
C: -12.825 -11.555 -3.886  -0.9516
H: -12.833 -13.120 -0.435  0.1272
H: -14.149 -12.103 -1.105  0.1074
H: -12.508 -11.447 -0.723  0.4180
H: -12.266 -10.633 -3.726  0.3795
H: -13.892 -11.363 -3.773  0.2743
H: -12.584 -12.045 -4.830  0.3189
C: -14.684 -18.019 -7.101  -0.6438
S: -13.157 -17.321 -7.862  0.4409
O: -12.209 -16.970 -6.677  -0.5827
C: -12.402 -18.871 -8.579  -0.9230
H: -15.326 -18.564 -7.794  0.4734
H: -15.170 -17.176 -6.612  0.2435
H: -14.430 -18.693 -6.283  0.0619
H: -11.500 -18.782 -9.185  0.3421
H: -13.160 -19.309 -9.228  0.3377
H: -12.125 -19.643 -7.861  0.2841
C: -15.140 -18.786 -1.609  0.8032
S: -14.854 -18.623 -3.423  0.2576
O: -16.203 -18.825 -4.084  -0.4942
C: -14.464 -16.805 -3.380  -0.4100
H: -15.708 -17.937 -1.226  -0.1376
H: -14.104 -18.587 -1.334  -0.3821
H: -15.568 -19.725 -1.261  -0.2615
H: -15.345 -16.243 -3.071  -0.2227
H: -14.114 -16.500 -4.366  0.5351
H: -13.577 -16.785 -2.747  0.1295
C: -17.983 -15.867 -2.636  -0.2362
S: -18.229 -14.127 -2.120  0.4479
O: -19.418 -14.113 -1.214  -0.6355
C: -16.711 -14.038 -1.027  -0.3430
H: -17.252 -16.442 -2.068  -0.4579
H: -17.554 -15.895 -3.638  0.3882
H: -19.013 -16.218 -2.709  0.4556
H: -16.478 -12.993 -0.823  0.3592
H: -15.852 -14.558 -1.452  0.0101
H: -16.902 -14.499 -0.058  0.1101
C: -17.998 -20.927 -3.161  -0.4383
S: -18.466 -22.491 -4.029  0.6227
O: -19.941 -22.658 -4.311  -0.2739
C: -17.808 -22.033 -5.693  -0.8223
H: -18.237 -20.001 -3.684  0.4232
H: -16.986 -20.947 -2.756  -0.0926
H: -18.653 -20.924 -2.290  0.4215
H: -18.453 -21.267 -6.121  0.3872
H: -17.814 -22.858 -6.405  0.4129
H: -16.809 -21.598 -5.661  0.2659
O: -11.931 -24.962 -2.519  -0.5590
C: -12.912 -24.248 -2.424  0.4773
O: -14.164 -24.802 -2.347  -0.4050
C: -15.197 -23.771 -2.026  -0.1927
C: -14.465 -22.395 -2.132  0.9640
C: -12.946 -22.719 -2.212  -0.6412
H: -15.494 -23.921 -0.988  0.2039
H: -15.992 -23.795 -2.771  0.1775
H: -14.758 -21.816 -1.257  -0.4414
H: -14.809 -21.901 -3.040  -0.1201
H: -12.443 -22.206 -1.392  0.3272
H: -12.593 -22.200 -3.102  0.2733

Results
Gap between HOMO and LUMO (spin up / spin down) (eV): 7.065 / 2.467
Highest occupied orbital energy (spin up / spin down) (eV): -10.736 / -10.736
Expectation value of S²: 0.757
Net charge: +1
Multiplicity: 2

| no. | largest force on an atom (hartree/bohr) |
| --- | --- |
| 1 | 0.0590 |
| 2 | 0.0885 |
| 3 | 0.0596 |
| 4 | 0.0371 |
| 5 | 0.0808 |
| 6 | 0.0429 |
| 7 | 0.0129 |
| 8 | 0.0627 |